Entry 1:
Formula: C29H48Cl2N3NiO4SiTe
Source: OMol25
Level of theory: ωB97M-V with the def2-TZVPD basis set

Geometry as XYZ:
```
89
Properties=species:S:1:pos:R:3:mulliken_spin:R:1
C -1.8490 -0.1870 -5.5177 0.000
C -0.9334 -0.9803 -4.5660 -0.005
H -1.3592 0.3592 -6.3256 0.000
H -2.4277 0.5753 -4.9755 0.000
H -2.6424 -0.8292 -5.9550 0.000
C 0.1906 -1.7285 -4.8367 0.001
C 0.1618 -2.4918 -6.1043 0.000
H 1.0229 -1.9134 -4.1374 0.000
H 0.4458 -1.9738 -7.0403 0.000
H -0.9192 -2.7821 -6.1698 0.000
H 0.7750 -3.4211 -6.1274 0.000
Ni -1.3554 2.0429 1.7346 0.960
Cl -3.6152 2.3537 1.3320 0.152
C 0.3210 -1.7797 1.7904 -0.002
O 1.2031 -1.1924 1.1944 0.010
N 0.5982 -2.7855 2.6793 -0.002
C 1.9940 -3.2177 2.7787 0.000
C -0.3949 -3.7816 3.1002 -0.009
H -0.7780 -1.5268 1.6555 -0.010
H 2.6420 -2.3418 2.8664 0.000
H 2.3537 -3.7362 1.8770 0.000
H 2.1415 -3.8440 3.6607 0.000
H -1.3595 -3.2981 3.3130 0.012
H -0.0673 -4.2791 4.0345 0.002
H -0.6242 -4.5463 2.3241 -0.002
H 1.2803 2.2206 5.1841 0.001
H -1.3495 4.3181 5.7653 -0.001
C 1.4788 3.2360 4.7995 0.006
C -0.5455 4.8009 5.1843 0.002
N 0.1642 3.7846 4.3133 0.006
H 2.2560 3.2266 4.0047 0.000
C -0.2759 3.2472 3.2192 0.032
O 0.3376 2.3691 2.4903 0.031
H -0.9563 5.6395 4.5741 0.000
H -1.2588 3.4457 2.7500 -0.016
H 1.9228 3.8149 5.6331 0.001
H 0.1384 5.2433 5.8978 -0.001
H 2.6596 0.8379 -3.6381 0.000
H 3.2512 -2.1681 -3.7869 0.000
C 3.5054 0.3915 -3.0834 0.000
C 3.7317 -1.9946 -2.8092 0.000
N 3.2001 -0.7561 -2.2413 0.000
H 3.9319 1.1637 -2.4535 0.000
C 3.2503 -0.6229 -0.8586 0.000
O 3.4135 0.4226 -0.2651 0.000
H 3.5662 -2.8682 -2.1771 0.000
H 3.1254 -1.5896 -0.3571 0.000
H 4.2365 0.0941 -3.8429 0.000
H 4.8153 -1.8853 -2.9490 0.000
O -0.4266 0.3676 -3.0857 0.002
C -1.3327 -0.7307 -3.1128 0.004
C 0.3653 -1.9587 -1.7322 0.007
C -0.9744 -1.7668 -2.0678 0.017
H 1.1188 -1.2711 -2.0992 0.000
C 0.7106 -3.2164 -1.1641 0.004
H -2.4057 -0.4957 -3.1127 0.000
C -1.9718 -2.4653 -1.3975 -0.033
H 1.7400 -3.5140 -1.1690 0.000
C -0.2929 -4.0969 -0.7274 0.010
C -1.6088 -3.6452 -0.7560 0.002
H -3.0184 -2.1127 -1.5387 0.002
H 0.0094 -5.1115 -0.4452 0.001
H -2.4099 -4.2732 -0.3949 0.000
Si -0.1583 1.9560 -2.6948 0.004
Cl -1.4279 0.5919 0.0976 0.059
C 1.4620 2.4055 -1.8172 -0.001
C -1.3817 3.3937 -2.1793 -0.004
C -0.0112 2.0604 -4.5138 0.000
H 1.9589 1.5239 -1.3277 0.003
H 1.3377 3.1758 -1.0061 -0.002
H 2.1213 2.8779 -2.5629 0.000
H 0.7908 1.3952 -4.8481 0.000
H 0.1664 3.1027 -4.6982 0.000
H -0.9390 1.7082 -4.9326 0.000
H -2.4659 3.1476 -1.9873 0.001
H -1.3333 4.1257 -3.0578 -0.001
H -0.9219 3.9487 -1.2959 0.000
Te -3.0980 -0.1872 2.0491 0.672
C -2.7382 0.1186 4.0641 -0.002
C -3.8015 0.8171 4.6907 0.038
C -3.4732 1.6542 5.7617 -0.032
C -2.1734 1.6369 6.3078 0.090
C -1.2405 0.6556 5.8738 -0.037
C -1.5261 -0.1413 4.7442 0.018
H -4.7912 0.8122 4.2471 0.001
H -4.2325 2.3507 6.1573 -0.001
H -1.9191 2.3617 7.0940 0.004
H -0.2976 0.5627 6.4112 -0.002
H -0.8133 -0.8299 4.2879 0.009
```

Expectation value of S²: 2.02
Multiplicity: 3
Gap between HOMO and LUMO (alpha / beta), Eh: 0.182 / 0.184
Net charge: -1
LUMO (alpha / beta), eV: 2.44 / 2.43


Entry 2:
Formula: C2H6N2O
Source: OMol25
Level of theory: ωB97M-V with the def2-TZVPD basis set

Geometry as XYZ:
```
11
Properties=species:S:1:pos:R:3:lowdin_charge:R:1
C -1.4380 -0.5426 -0.2013 -0.155
N -0.9033 0.7848 0.0916 -0.029
C 0.3405 1.1170 0.0123 -0.250
N 1.4909 0.3816 -0.3488 -0.066
O 1.3967 -0.9832 0.0029 -0.123
H -0.8655 -1.0528 -1.0165 0.086
H -2.5141 -0.4497 -0.3822 0.064
H -1.3977 -1.1193 0.7601 0.078
H 0.5805 2.2092 0.0329 0.120
H 2.3595 0.7279 0.1062 0.131
H 0.9504 -1.0731 0.9429 0.145
```

Multiplicity: 1
Energy relative to the best compared isomer or geometry (same formula, charge and spin), kcal/mol: 82.34
Gap between HOMO and LUMO, Eh: 0.364
LUMO, eV: 0.66


Entry 3:
Formula: C5H7NO
Source: OMol25
Level of theory: ωB97M-V with the def2-TZVPD basis set

Geometry as XYZ:
```
14
Properties=species:S:1:pos:R:3:lowdin_charge:R:1
C -1.0513 -1.0198 0.4308 -0.054
C -0.5418 0.3713 0.0353 -0.371
C 0.7919 0.3035 -0.7073 -0.200
C 1.9987 0.0596 0.0933 -0.111
O 1.8605 0.0876 1.4111 0.032
C -1.5266 1.0686 -0.7981 -0.204
N -2.2913 1.6061 -1.4797 0.152
H -1.9999 -0.9461 0.9684 0.087
H -0.3212 -1.5118 1.0801 0.080
H -1.2072 -1.6407 -0.4577 0.091
H -0.3914 0.9650 0.9457 0.142
H 0.8007 -0.4678 -1.4897 0.130
H 1.0312 1.2406 -1.2337 0.133
H 2.8400 -0.0875 1.2659 0.092
```

Multiplicity: 1
Energy relative to the best compared isomer or geometry (same formula, charge and spin), kcal/mol: 85.24
Gap between HOMO and LUMO, Eh: 0.355
LUMO, eV: 0.64


Entry 4:
Formula: C3H13N3O
Source: OMol25
Level of theory: ωB97M-V with the def2-TZVPD basis set

Geometry as XYZ:
```
20
Properties=species:S:1:pos:R:3:lowdin_charge:R:1
N 0.2363 -0.0938 1.8975 0.036
C 0.0058 -1.2438 1.0291 -0.594
N -1.3572 -1.7285 1.1731 0.032
N 0.9704 -2.2953 1.2773 0.040
H -0.4443 0.6291 1.6892 0.062
H 0.0957 -0.3646 2.8673 0.062
H 0.1121 -0.9296 -0.0548 0.116
H -1.4815 -2.1569 2.0879 0.062
H -1.5484 -2.4431 0.4798 0.068
H 1.9002 -2.0011 0.9958 0.068
H 0.9968 -2.5322 2.2642 0.062
C 0.1230 2.5982 -1.8525 -0.087
C -0.3126 1.1390 -1.9094 -0.329
O 0.7430 0.2519 -1.6025 -0.119
H 0.9427 2.7729 -2.5456 0.074
H 0.4514 2.8600 -0.8476 0.070
H -0.7074 3.2463 -2.1234 0.072
H -1.1548 0.9734 -1.2215 0.108
H -0.6333 0.8753 -2.9192 0.114
H 1.0620 0.4428 -0.6847 0.083
```

Multiplicity: 1
Energy relative to the best compared isomer or geometry (same formula, charge and spin), kcal/mol: 21.88
Gap between HOMO and LUMO, Eh: 0.375
LUMO, eV: 0.98


Number 1: molar mass 788.01 Da. Number 2: molar mass 74.08 Da. Number 3: molar mass 97.12 Da. Number 4: molar mass 107.16 Da.